# C2H15N2O4

A cluster of 5 separate species, C2H15N2O4 in total in a non-equilibrium geometry (the ωB97M-V functional and the def2-TZVPD basis, the Open Molecules 2025 dataset).

Last columns: bonded neighbours and bond lengths (Å).
Cartesian coordinates (Å):
1 C -0.530 2.109 -1.975  N2 1.449, H5 1.097, H6 1.094, H7 1.088
2 N 0.002 1.463 -0.791  C1 1.449, C3 1.365, H8 1.004
3 C -0.691 0.472 -0.158  N2 1.365, N4 1.398, H9 1.072
4 N -0.305 -0.004 1.097  C3 1.398, H10 0.999, H11 1.009
5 H 0.355 2.466 -2.517  C1 1.097
6 H -1.094 3.035 -1.834  C1 1.094
7 H -1.010 1.352 -2.592  C1 1.088
8 H 0.862 1.877 -0.483  N2 1.004
9 H -1.512 -0.063 -0.593  C3 1.072
10 H 0.445 0.400 1.618  N4 0.999
11 H -0.405 -0.994 1.269  N4 1.009
12 H 2.531 3.026 1.492  O14 0.967
13 H 1.174 2.547 1.902  O14 0.968
14 O 1.859 2.379 1.239  H12 0.967, H13 0.968
15 H 0.237 -2.494 0.110  O17 0.969
16 H -0.554 -3.582 0.889  O17 0.965
17 O -0.046 -2.768 0.995  H15 0.969, H16 0.965
18 H 2.556 -1.955 0.091  O20 0.974
19 H 2.505 -0.576 0.567  O20 0.966
20 O 2.130 -1.111 -0.144  H18 0.974, H19 0.966
21 H -3.506 -2.781 -0.389  O23 0.962
22 H -2.346 -2.467 0.555  O23 0.963
23 O -2.657 -2.330 -0.346  H21 0.962, H22 0.963

Output
ΔE to the lowest compared entry with this formula, charge and spin = 0.196 eV
E_HOMO (alpha / beta) = -3.7 / -7.9 eV
HOMO-LUMO gap (alpha / beta) = 0.15367 / 0.30858 hartree
M = 131.15 g mol⁻¹
DFT total energy = -495.56875 Ha
multiplicity = 2
net charge = 0